1.
# C31H41N2O4P2S2Tc

C31H41N2O4P2S2Tc as an isolated structure (the ωB97M-V functional and the def2-TZVPD basis, OMol25).

Values from the calculation:
Charge: +1
Kohn-Sham gap (alpha / beta) in eV: 7.71 / 6.14
Total energy in Eh: -3176.1046
2S+1: 4
<S²>: 3.78

```
83
Properties=species:S:1:pos:R:3:forces:R:3:lowdin_charge:R:1
Tc 0.754 -0.135 0.399 -0.68 -0.06 -0.17 1.344
C -4.265 -0.618 1.178 -0.05 -0.04 -0.02 -0.095
C -2.988 -0.337 0.390 0.13 0.09 -0.16 -0.523
C -2.898 -1.259 -0.828 -0.06 0.00 0.07 -0.096
P -1.461 -0.434 1.433 -0.41 -0.13 0.30 1.060
C -1.863 0.613 2.928 0.32 -0.02 0.08 -0.485
C -0.641 1.353 3.510 -0.10 0.00 -0.06 -0.098
C -2.587 -0.081 4.087 0.00 0.05 -0.04 -0.108
C -1.218 -2.199 1.803 -0.04 0.09 -0.10 -0.279
C -1.805 -2.955 2.815 0.00 0.07 -0.01 -0.066
C -1.415 -4.267 3.022 0.03 -0.07 0.03 -0.055
C -0.409 -4.819 2.243 -0.02 -0.01 0.02 -0.035
C 0.154 -4.091 1.208 0.21 -0.01 -0.11 -0.036
C -0.284 -2.801 0.949 0.06 0.29 -0.44 -0.308
N 0.203 -2.000 -0.147 0.17 0.03 0.25 -0.131
C 0.133 -2.468 -1.480 -0.13 0.13 0.39 -0.277
C -0.205 -3.782 -1.825 0.01 -0.01 0.02 -0.006
C -0.263 -4.172 -3.151 -0.01 -0.02 0.05 -0.048
C -0.013 -3.270 -4.175 0.00 -0.01 -0.09 -0.064
C 0.265 -1.956 -3.851 0.01 -0.03 -0.11 -0.088
C 0.327 -1.545 -2.522 0.06 0.13 0.20 -0.308
P 0.630 0.161 -2.013 0.34 -0.13 -0.78 1.037
C 2.257 0.625 -2.782 -0.04 0.28 0.20 -0.488
C 3.019 1.685 -1.967 -0.08 -0.03 -0.06 -0.105
C 2.195 1.037 -4.254 0.01 -0.03 -0.03 -0.087
C -0.745 1.227 -2.650 0.07 0.21 0.18 -0.511
C -1.376 0.787 -3.968 -0.07 0.06 -0.06 -0.092
C -0.338 2.717 -2.694 -0.12 -0.06 -0.02 -0.103
H -5.110 -0.594 0.488 0.00 -0.01 0.04 0.090
H -4.457 0.120 1.956 0.02 -0.02 0.00 0.070
H -4.238 -1.614 1.629 0.01 0.06 -0.03 0.085
H -3.014 0.704 0.039 -0.03 0.00 0.02 0.098
H -2.846 -2.307 -0.521 0.01 0.07 -0.02 0.093
H -2.033 -1.052 -1.456 -0.01 -0.01 0.02 0.036
H -3.794 -1.135 -1.442 0.03 0.00 0.05 0.095
H -2.540 1.351 2.486 -0.06 0.08 0.01 0.103
H 0.198 0.684 3.687 -0.01 -0.04 0.00 0.070
H -0.925 1.790 4.469 -0.03 0.01 -0.05 0.091
H -0.303 2.170 2.874 -0.03 -0.13 0.12 0.029
H -1.903 -0.737 4.623 0.00 -0.03 -0.01 0.090
H -3.469 -0.643 3.794 -0.02 -0.04 -0.04 0.056
H -2.910 0.693 4.786 0.00 -0.02 0.00 0.091
H -2.568 -2.539 3.451 0.00 0.08 0.03 0.086
H -1.872 -4.842 3.817 0.02 0.01 -0.04 0.114
H -0.052 -5.821 2.445 -0.01 0.04 -0.01 0.119
H 0.977 -4.495 0.633 -0.06 -0.01 0.00 0.127
H -0.432 -4.505 -1.061 0.01 -0.06 0.06 0.101
H -0.512 -5.200 -3.385 0.00 0.04 0.03 0.117
H -0.055 -3.580 -5.212 0.01 0.01 0.08 0.113
H 0.410 -1.244 -4.651 0.03 -0.01 0.05 0.089
H 2.798 -0.319 -2.702 0.08 -0.07 0.05 0.117
H 2.513 2.654 -1.988 0.06 -0.06 -0.02 0.070
H 4.007 1.828 -2.409 -0.04 -0.01 -0.01 0.093
H 3.164 1.384 -0.933 0.00 -0.02 -0.03 0.034
H 1.727 2.014 -4.377 0.04 -0.06 0.00 0.069
H 1.678 0.320 -4.890 0.02 0.01 0.03 0.058
H 3.218 1.118 -4.629 -0.03 0.01 0.00 0.093
H -1.505 1.097 -1.872 -0.04 0.03 0.01 0.067
H -0.679 0.890 -4.801 -0.03 -0.02 0.04 0.077
H -2.233 1.435 -4.173 0.04 -0.01 -0.02 0.094
H -1.736 -0.240 -3.933 0.01 0.03 0.00 0.071
H 0.006 2.987 -3.692 0.00 -0.02 0.04 0.077
H 0.456 2.976 -1.994 -0.07 -0.02 -0.01 0.040
H -1.200 3.351 -2.469 0.04 -0.07 -0.05 0.091
O 3.788 -0.636 2.613 -0.05 0.23 -0.06 -0.252
S 2.776 -1.185 1.775 0.53 -0.59 0.21 0.372
O 2.752 -2.602 1.587 -0.05 0.10 0.08 -0.258
O 2.750 -0.481 0.380 -0.04 0.08 0.00 -0.481
O 1.355 -0.684 2.230 0.15 -0.12 -0.02 -0.480
S -0.125 4.355 1.074 -0.10 0.16 0.04 1.141
C -0.133 2.752 0.533 -0.03 -0.04 -0.22 -0.536
N 0.947 2.054 0.741 0.24 -0.14 0.32 -0.091
C 1.914 2.827 1.421 -0.18 -0.04 -0.22 -0.278
C 3.198 2.444 1.808 0.07 -0.22 -0.05 0.004
C 3.981 3.359 2.479 0.03 -0.04 0.01 -0.034
C 3.522 4.652 2.761 -0.02 0.02 0.01 -0.053
C 2.266 5.055 2.364 0.02 0.08 0.02 -0.071
C 1.476 4.126 1.692 -0.07 0.03 -0.04 -0.451
H -1.005 2.336 0.040 0.08 0.06 0.05 0.066
H 3.576 1.453 1.601 -0.05 0.01 0.04 0.084
H 4.973 3.058 2.795 -0.07 0.04 -0.01 0.122
H 4.158 5.345 3.298 -0.01 -0.04 -0.04 0.117
H 1.904 6.056 2.563 0.02 -0.07 0.00 0.118
```
Forces are in eV/Å.

---

2.
# C31H41N5SYb

C31H41N5SYb as an isolated structure in a non-equilibrium geometry (the ωB97M-V functional and the def2-TZVPD basis, OMol25).

Values from the calculation:
Charge: -1
Kohn-Sham gap (alpha / beta) in eV: 5.79 / 5.79
Total energy in Eh: -3036.3139
2S+1: 2
<S²>: 0.76

```
79
Properties=species:S:1:pos:R:3:forces:R:3:lowdin_charge:R:1
Yb 0.879 1.132 0.263 -0.99 -0.54 -0.50 1.133
N 1.299 2.283 3.039 1.31 1.40 -0.22 0.004
N 2.124 1.441 -1.941 0.22 5.45 3.37 -0.134
C -2.058 0.224 -0.190 0.05 0.23 0.47 -0.285
C -1.882 1.629 -0.041 0.47 -0.44 0.46 -0.340
C -1.732 1.900 1.344 0.00 -0.39 -0.16 -0.314
C -1.628 3.228 2.004 0.24 0.57 0.35 -0.090
H -1.938 4.045 1.339 0.06 -0.14 0.12 0.072
H -0.590 3.419 2.326 -0.59 0.18 0.02 0.018
H -2.257 3.274 2.907 0.02 0.04 -0.21 0.069
C -1.829 0.671 2.043 0.10 0.32 -0.62 -0.287
C -2.004 0.550 3.515 -0.04 -0.14 0.48 -0.077
H -3.080 0.484 3.776 0.34 -0.04 0.05 0.081
H -1.593 1.417 4.058 -0.05 -0.26 -0.18 0.066
H -1.508 -0.354 3.896 -0.27 0.16 0.11 0.040
C -2.047 -0.358 1.099 0.04 0.60 -0.31 -0.283
C -2.406 -1.758 1.448 0.00 -0.37 0.13 -0.064
H -1.561 -2.246 1.962 -0.25 -0.15 -0.03 0.045
H -2.658 -2.358 0.559 0.13 0.18 0.31 0.066
H -3.285 -1.780 2.124 0.33 -0.10 -0.18 0.077
C -1.934 2.629 -1.140 -0.07 0.37 -0.52 -0.080
H -2.970 2.900 -1.421 0.28 -0.05 0.05 0.077
H -1.451 2.231 -2.047 -0.09 0.21 0.13 0.053
H -1.416 3.559 -0.862 -0.13 -0.18 -0.15 0.063
C -2.397 -0.461 -1.466 -0.01 -0.14 -0.46 -0.065
H -2.185 -1.537 -1.410 -0.05 0.18 -0.14 0.057
H -1.801 -0.045 -2.288 -0.06 -0.20 -0.02 0.058
H -3.459 -0.346 -1.753 0.24 -0.04 0.13 0.080
C 1.916 2.216 4.225 0.88 -1.07 -0.76 -0.193
H 1.200 2.330 5.076 1.01 -0.50 -0.31 0.111
C 3.326 1.955 4.310 -1.95 0.53 -0.41 -0.136
H 3.699 1.976 5.304 0.86 -0.27 0.52 0.057
C 4.062 1.683 3.116 -0.09 -0.48 1.67 -0.146
H 5.060 1.195 3.273 -0.92 0.61 -0.59 0.107
C 3.499 1.982 1.898 -1.07 1.30 -0.61 -0.096
H 4.063 1.789 0.923 -1.09 0.66 1.38 0.110
C 2.155 2.720 2.007 0.88 -1.08 0.10 -0.566
C 1.639 3.896 1.345 -1.52 -3.22 -2.81 0.025
H 0.658 3.328 0.574 2.05 2.38 1.90 0.030
C 1.267 0.534 -2.269 1.07 -1.43 1.04 -0.283
C 2.713 2.174 -3.039 -0.05 -4.73 -0.52 -0.087
H 3.497 2.962 -3.074 -1.02 -0.74 0.52 0.094
C 2.454 1.233 -4.019 0.26 0.42 -1.66 -0.142
H 2.777 1.219 -5.059 -0.03 -0.04 0.27 0.099
N 1.614 0.193 -3.556 -0.15 1.61 0.10 -0.056
C 0.664 -0.619 -4.178 -1.66 -0.82 -0.68 -0.145
C -0.143 -0.057 -5.188 0.10 -1.01 0.18 -0.191
C -1.071 -0.890 -5.828 0.46 0.50 0.31 -0.026
H -1.641 -0.482 -6.651 -0.12 0.01 -0.12 0.106
C -1.295 -2.190 -5.408 -0.35 -0.19 -0.52 -0.294
C -2.191 -3.084 -6.238 -0.50 -0.55 -0.40 -0.074
H -2.696 -3.865 -5.633 0.29 0.47 -0.21 0.073
H -1.628 -3.630 -7.032 -0.18 0.39 0.55 0.080
H -2.985 -2.519 -6.776 0.50 -0.21 0.44 0.075
C -0.690 -2.643 -4.245 0.42 0.67 0.01 -0.021
H -0.975 -3.614 -3.866 0.09 -0.11 0.22 0.111
C 0.259 -1.859 -3.573 0.50 0.64 -0.73 -0.179
C 0.815 -2.299 -2.245 -0.17 -0.13 -0.07 -0.073
H 1.826 -1.931 -2.099 0.00 -0.02 0.12 0.067
H 0.813 -3.380 -2.188 0.05 -0.41 -0.04 0.068
H 0.194 -1.940 -1.408 0.24 0.09 -0.35 0.052
C -0.103 1.419 -5.445 0.22 -0.01 0.05 -0.037
H 0.907 1.771 -5.656 -0.35 0.14 0.01 0.053
H -0.494 1.969 -4.573 0.27 -0.18 -0.16 0.096
H -0.733 1.649 -6.281 -0.39 0.20 -0.52 0.064
C -0.054 -3.589 4.435 0.31 0.11 -0.17 -0.069
N 1.131 -3.202 3.587 -0.92 -0.38 -0.07 -0.050
C 1.174 -1.903 3.168 -0.04 1.80 -0.80 -0.805
S 1.499 -1.358 1.546 -0.21 -1.58 1.68 0.591
N 0.910 -1.010 4.180 0.43 0.08 -0.67 -0.046
C 1.677 -1.183 5.438 -0.21 0.00 -0.04 -0.068
H -0.821 -2.796 4.412 0.49 -0.28 -0.10 0.080
H 0.225 -3.753 5.488 0.00 -0.03 -0.42 0.070
H -0.510 -4.499 4.024 0.29 0.20 0.14 0.083
H 1.409 -3.908 2.911 -0.19 0.55 0.04 0.116
H 0.664 -0.041 3.860 0.80 -1.17 0.39 0.098
H 2.669 -0.705 5.376 -0.44 0.08 -0.08 0.075
H 1.112 -0.764 6.278 0.14 -0.02 -0.17 0.084
H 1.853 -2.253 5.628 -0.24 0.51 -0.12 0.068
```
Forces are in eV/Å.

---

3.
# C31H41N7O2OsP

C31H41N7O2OsP as an isolated structure (the ωB97M-V functional and the def2-TZVPD basis, OMol25).

Values from the calculation:
Charge: +3
Kohn-Sham gap in eV: 6.09
Total energy in Eh: -2170.8905

```
83
Properties=species:S:1:pos:R:3:forces:R:3:lowdin_charge:R:1
Os -1.018 0.507 -0.327 -0.45 -0.55 0.00 1.450
N -1.222 0.528 1.788 0.23 0.58 0.01 -0.059
C -2.008 1.682 2.283 0.02 -0.09 -0.19 -0.152
C -3.330 1.541 1.577 0.12 -0.06 -0.03 -0.126
N -3.086 1.328 0.103 -0.03 -0.18 -0.11 -0.148
C -3.359 2.575 -0.685 -0.06 -0.18 0.11 -0.145
C -2.127 3.424 -0.655 0.09 0.09 0.01 -0.155
N -1.029 2.526 -1.079 -0.02 -0.05 0.09 -0.049
H -0.262 0.585 2.160 -0.01 0.00 -0.04 0.083
H -1.636 -0.322 2.154 0.00 -0.01 -0.10 0.065
H -2.110 1.665 3.368 -0.05 -0.07 0.01 0.151
H -1.466 2.587 2.014 -0.05 0.03 0.03 0.120
H -3.849 0.651 1.940 0.01 0.01 0.04 0.135
H -3.991 2.392 1.730 0.02 0.04 -0.02 0.144
H -3.815 0.662 -0.165 0.16 -0.12 -0.13 0.072
H -3.597 2.286 -1.705 0.00 -0.05 -0.06 0.112
H -4.231 3.081 -0.272 0.00 0.04 -0.02 0.146
H -2.204 4.288 -1.313 -0.03 0.00 -0.03 0.150
H -1.912 3.788 0.348 0.02 0.03 -0.02 0.124
H -1.056 2.402 -2.090 0.00 0.08 -0.04 0.112
H -0.124 2.954 -0.889 0.00 0.02 0.11 0.124
O 0.400 0.510 -2.039 -0.10 0.25 0.11 -0.112
C 1.357 0.757 -1.208 -0.10 0.03 0.03 -0.547
N 2.662 0.731 -1.283 -0.06 0.01 0.00 0.224
C 3.255 0.806 0.089 0.15 -0.19 -0.13 -0.197
C 1.967 0.934 0.939 -0.33 -0.10 0.08 -0.347
O 1.798 0.946 2.134 0.12 -0.04 -0.10 0.111
N 0.912 1.001 0.043 0.24 0.13 -0.12 -0.026
C 4.164 2.022 0.247 -0.02 -0.03 0.04 -0.147
C 4.665 2.691 -0.863 -0.03 0.05 -0.04 -0.029
C 5.525 3.770 -0.700 0.01 -0.05 0.00 -0.049
C 5.891 4.179 0.571 0.01 0.02 -0.01 -0.046
C 5.387 3.515 1.680 0.04 -0.05 0.05 -0.039
C 4.531 2.437 1.525 -0.04 0.08 -0.03 -0.019
C 3.935 -0.537 0.417 0.02 0.07 0.07 -0.137
C 4.394 -1.381 -0.590 -0.01 0.01 -0.04 -0.036
C 5.053 -2.562 -0.277 0.01 0.03 0.00 -0.061
C 5.258 -2.914 1.049 0.01 0.00 0.01 -0.055
C 4.803 -2.076 2.057 0.04 0.01 0.02 -0.046
C 4.153 -0.891 1.747 -0.07 -0.05 -0.02 -0.024
H 3.191 0.574 -2.126 0.00 -0.06 0.01 0.169
H 4.404 2.396 -1.872 0.00 -0.01 0.01 0.106
H 5.913 4.281 -1.571 0.00 -0.01 0.00 0.119
H 6.572 5.009 0.698 -0.02 0.01 0.00 0.121
H 5.670 3.831 2.676 0.00 0.01 -0.01 0.120
H 4.147 1.939 2.404 0.00 -0.02 0.00 0.108
H 4.274 -1.137 -1.638 0.01 0.01 0.00 0.109
H 5.430 -3.192 -1.072 -0.01 0.01 0.01 0.119
H 5.796 -3.821 1.294 -0.02 -0.01 0.00 0.119
H 4.981 -2.329 3.094 0.00 0.00 -0.01 0.119
H 3.821 -0.249 2.550 0.01 0.01 0.00 0.106
C -0.544 -2.222 2.563 0.00 0.02 -0.03 0.020
C 0.010 -2.261 1.174 0.04 0.04 -0.11 -0.316
N -0.190 -1.497 0.079 -0.03 -0.28 0.35 -0.051
C 0.594 -2.074 -0.926 0.12 0.24 0.06 -0.167
C 1.253 -3.143 -0.441 0.03 -0.04 0.06 -0.014
N 0.869 -3.241 0.866 0.02 -0.08 -0.03 0.151
H -0.135 -1.404 3.156 -0.02 0.00 -0.01 0.096
H -0.254 -3.134 3.082 -0.03 -0.03 -0.03 0.109
H -1.636 -2.207 2.573 0.00 0.03 0.04 0.083
H 0.636 -1.673 -1.919 0.06 0.02 0.10 0.095
H 1.943 -3.828 -0.903 0.01 0.01 0.01 0.145
H 1.176 -3.950 1.516 0.02 0.01 0.00 0.186
C -1.837 -2.437 -2.434 0.03 -0.07 0.08 -0.192
P -2.459 -0.855 -1.811 -0.09 0.21 0.01 0.876
C -2.815 0.047 -3.344 0.07 0.02 -0.01 -0.209
C -4.036 -1.322 -1.062 -0.03 0.08 -0.10 -0.409
C -5.233 -1.203 -1.772 -0.01 0.10 0.04 -0.061
C -6.415 -1.683 -1.221 0.00 -0.01 0.03 -0.025
C -6.408 -2.289 0.027 -0.02 0.01 -0.01 -0.020
C -5.218 -2.421 0.737 0.00 0.04 -0.02 -0.041
C -4.039 -1.936 0.196 0.09 -0.04 0.05 -0.112
H -2.636 -2.825 -3.069 -0.04 0.02 0.02 0.085
H -1.676 -3.133 -1.613 0.01 -0.02 -0.06 0.063
H -0.933 -2.344 -3.030 -0.10 0.04 -0.03 0.064
H -3.190 -0.652 -4.091 -0.02 -0.01 0.00 0.077
H -1.890 0.480 -3.731 0.00 -0.02 0.02 0.059
H -3.559 0.830 -3.214 0.01 0.05 0.03 0.044
H -5.261 -0.743 -2.751 0.01 -0.03 0.00 0.109
H -7.340 -1.590 -1.775 0.01 0.00 0.00 0.129
H -7.330 -2.669 0.446 0.01 0.00 -0.01 0.130
H -5.216 -2.913 1.701 0.00 0.01 -0.01 0.123
H -3.104 -2.073 0.732 0.01 0.02 0.00 0.084
```
Forces are in eV/Å.